A:
C3H8S2 | ωB97M-V/def2-TZVPD

Atoms and positions in Å:
C (1.564, -1.616, -0.986)
C (0.997, -1.395, -2.161)
C (0.964, -0.096, -2.903)
H (1.516, -2.529, -0.406)
H (2.252, -0.895, -0.558)
H (0.522, -2.245, -2.653)
H (1.168, -0.264, -3.959)
H (1.737, 0.541, -2.465)
H (0.008, 0.409, -2.767)
S (-0.643, 1.706, 1.621)
S (-1.014, -0.346, 1.270)
H (-1.823, 2.026, 1.165)
H (0.033, -0.890, 1.920)

Its total charge is 0. The structure (SMILES) is C=CC.SS.

Just the Mulliken charges please, in e? Sure, here they are:
1 C -0.92
2 C 0.25
3 C -0.95
4 H 0.30
5 H 0.21
6 H 0.30
7 H 0.30
8 H 0.29
9 H 0.23
10 S -0.14
11 S -0.17
12 H 0.14
13 H 0.15


B:
C3H8S2 | ωB97M-V/def2-TZVPD

Atoms and positions in Å:
C (-2.248, 0.288, 0.283)
C (-0.031, -1.395, -0.066)
C (2.329, 0.952, -0.277)
H (-3.161, 0.638, -0.359)
H (-2.751, -0.373, 0.817)
H (-1.893, 1.009, 1.082)
H (-0.249, -2.508, -0.435)
H (-0.487, -1.355, 1.288)
H (3.856, 0.509, 0.110)
H (2.521, 1.782, -1.641)
H (1.522, 1.651, 0.533)
S (-1.175, -0.296, -1.036)
S (1.768, -0.903, -0.297)

Its total charge is 0.

Just the Mulliken charges please, in e? Sure, here they are:
1 C -0.99
2 C -0.54
3 C -0.67
4 H 0.26
5 H 0.45
6 H 0.31
7 H 0.31
8 H 0.23
9 H 0.23
10 H 0.23
11 H 0.24
12 S -0.03
13 S -0.01


Stability check: which of them is least stable? B.


A:
C8H24N8O16 | ωB97M-V/def2-TZVPD

Atoms and positions in Å:
C (1.925, 0.013, 1.843)
N (2.789, 1.028, 2.590)
O (2.123, 1.775, 3.300)
O (4.011, 1.146, 2.425)
H (1.360, 0.487, 1.040)
H (1.172, -0.339, 2.547)
H (2.508, -0.855, 1.535)
C (-1.039, 0.032, 0.964)
N (0.061, -0.494, 0.077)
O (0.952, -1.090, 0.633)
O (0.058, -0.265, -1.121)
H (-2.010, -0.341, 0.640)
H (-0.824, 1.100, 1.006)
H (-0.891, -0.364, 1.969)
C (-1.478, -0.855, 3.491)
N (-1.365, -2.177, 4.173)
O (-2.383, -2.466, 4.819)
O (-0.318, -2.824, 4.142)
H (-1.370, -0.178, 4.339)
H (-2.365, -0.710, 2.875)
H (-0.528, -0.615, 3.014)
C (-0.519, 1.993, -1.929)
N (-0.542, 2.256, -3.436)
O (-0.969, 1.366, -4.082)
O (-0.025, 3.263, -3.854)
H (0.401, 2.349, -1.467)
H (-0.541, 0.910, -1.805)
H (-1.410, 2.371, -1.427)
C (-3.519, -2.480, 0.434)
N (-2.234, -2.710, 1.205)
O (-1.926, -1.870, 2.099)
O (-1.659, -3.786, 1.001)
H (-4.242, -1.999, 1.093)
H (-3.888, -3.405, -0.009)
H (-3.143, -1.722, -0.253)
C (-0.422, -0.920, -3.026)
N (-1.447, -0.542, -4.025)
O (-2.584, -0.615, -3.696)
O (-1.059, -0.400, -5.215)
H (0.182, -0.023, -2.884)
H (0.179, -1.699, -3.494)
H (-0.998, -1.271, -2.169)
C (2.065, 2.827, 0.958)
N (0.690, 2.884, 0.535)
O (-0.030, 2.016, 1.116)
O (0.350, 3.579, -0.425)
H (2.190, 3.170, 1.985)
H (2.815, 3.278, 0.308)
H (2.345, 1.776, 1.039)
C (2.099, -0.402, -2.657)
N (2.957, -0.465, -1.415)
O (3.905, -1.131, -1.591)
O (2.743, 0.438, -0.537)
H (1.100, -0.357, -2.222)
H (2.318, -1.218, -3.346)
H (2.432, 0.530, -3.113)

Its total charge is 0.

Just the Mulliken charges please, in e? Sure, here they are:
1 C 0.08
2 N 0.85
3 O -0.59
4 O -0.58
5 H -1.16
6 H 0.31
7 H 0.31
8 C -1.99
9 N 0.84
10 O -0.53
11 O -1.21
12 H 0.36
13 H 0.39
14 H 1.34
15 C -0.60
16 N 1.05
17 O -0.62
18 O -0.57
19 H 0.66
20 H 0.32
21 H -0.22
22 C -1.16
23 N 1.13
24 O -0.57
25 O -0.66
26 H 0.58
27 H 0.61
28 H 0.41
29 C -0.62
30 N 0.63
31 O -0.49
32 O -0.50
33 H 0.27
34 H 0.31
35 H 0.28
36 C -0.49
37 N 1.23
38 O -0.68
39 O -0.64
40 H -0.11
41 H 0.41
42 H 0.30
43 C -0.41
44 N 0.96
45 O -0.37
46 O -0.56
47 H 0.62
48 H 0.36
49 H -0.09
50 C -0.26
51 N 0.86
52 O -0.60
53 O -0.29
54 H 0.46
55 H 0.27
56 H 0.40


B:
C8H24N8O16 | ωB97M-V/def2-TZVPD

Atoms and positions in Å:
C (0.754, -0.112, -1.038)
N (-0.170, -0.115, 0.143)
O (-0.241, 0.862, 0.841)
O (-0.770, -1.148, 0.348)
H (0.105, -0.130, -1.906)
H (1.396, -0.980, -0.924)
H (1.340, 0.798, -0.950)
C (-2.185, -3.669, 1.488)
N (-3.133, -4.062, 2.575)
O (-4.276, -4.273, 2.214)
O (-2.741, -4.171, 3.707)
H (-2.630, -2.793, 1.029)
H (-2.224, -4.504, 0.795)
H (-1.230, -3.472, 1.958)
C (0.013, 4.114, 1.890)
N (-0.972, 4.373, 2.950)
O (-2.097, 4.685, 2.621)
O (-0.652, 4.133, 4.099)
H (0.005, 4.940, 1.182)
H (-0.291, 3.198, 1.390)
H (1.016, 4.044, 2.294)
C (3.039, 1.494, 1.498)
N (2.575, 1.002, 2.807)
O (3.127, 0.028, 3.278)
O (1.771, 1.689, 3.404)
H (2.194, 1.963, 1.001)
H (3.465, 0.678, 0.924)
H (3.778, 2.277, 1.654)
C (-0.869, -3.309, -2.575)
N (-0.132, -4.218, -1.652)
O (-0.770, -5.121, -1.168)
O (1.034, -4.004, -1.448)
H (-0.940, -3.847, -3.523)
H (-0.218, -2.470, -2.776)
H (-1.864, -3.155, -2.183)
C (-2.583, 1.293, 3.179)
N (-2.197, 0.053, 3.905)
O (-2.790, -0.183, 4.947)
O (-1.314, -0.638, 3.441)
H (-3.134, 1.936, 3.852)
H (-3.287, 0.967, 2.411)
H (-1.663, 1.609, 2.702)
C (-1.417, -1.072, -6.147)
N (-1.424, -0.482, -4.779)
O (-0.626, 0.405, -4.557)
O (-2.213, -0.937, -3.982)
H (-0.673, -0.579, -6.759)
H (-2.396, -0.878, -6.581)
H (-1.250, -2.140, -6.051)
C (4.888, 2.347, -1.714)
N (3.422, 2.206, -1.536)
O (2.956, 1.100, -1.730)
O (2.781, 3.191, -1.244)
H (5.385, 1.540, -1.181)
H (5.257, 3.296, -1.343)
H (5.073, 2.238, -2.779)

Its total charge is 0. The structure (SMILES) is C[N+](=O)[O-].C[N+](=O)[O-].C[N+](=O)[O-].C[N+](=O)[O-].C[N+](=O)[O-].C[N+](=O)[O-].C[N+](=O)[O-].C[N+](=O)[O-].

Just the Mulliken charges please, in e? Sure, here they are:
1 C -0.37
2 N 0.67
3 O -0.32
4 O -0.46
5 H 0.10
6 H 0.28
7 H 0.15
8 C -0.65
9 N 0.92
10 O -0.57
11 O -0.53
12 H 0.25
13 H 0.31
14 H 0.29
15 C -0.49
16 N 0.91
17 O -0.55
18 O -0.50
19 H 0.36
20 H 0.09
21 H 0.22
22 C -0.64
23 N 1.02
24 O -0.58
25 O -0.51
26 H -0.03
27 H 0.34
28 H 0.38
29 C -0.81
30 N 0.99
31 O -0.56
32 O -0.57
33 H 0.43
34 H 0.18
35 H 0.33
36 C -0.34
37 N 0.90
38 O -0.56
39 O -0.49
40 H 0.35
41 H 0.31
42 H -0.18
43 C -0.75
44 N 0.86
45 O -0.52
46 O -0.48
47 H 0.31
48 H 0.32
49 H 0.26
50 C -0.87
51 N 0.86
52 O -0.52
53 O -0.51
54 H 0.32
55 H 0.33
56 H 0.31


Stability check: which of them is least stable? A.


A:
C53H55F6GeIrN2O4P2S2 | ωB97M-V/def2-TZVPD

Atoms and positions in Å:
Ir (0.533, 0.425, 0.337)
N (0.747, 2.232, 2.864)
C (-0.154, 1.714, 3.769)
C (-0.776, 2.562, 4.695)
C (-1.679, 2.067, 5.609)
C (-1.987, 0.709, 5.631)
C (-1.408, -0.122, 4.693)
C (-0.511, 0.361, 3.735)
P (0.091, -0.739, 2.407)
C (1.397, -1.738, 3.210)
C (1.821, -2.929, 2.617)
C (2.741, -3.745, 3.253)
C (3.269, -3.371, 4.481)
C (2.889, -2.170, 5.056)
C (1.957, -1.358, 4.426)
C (-1.302, -1.933, 2.292)
C (-1.289, -3.224, 2.812)
C (-2.427, -4.017, 2.757)
C (-3.601, -3.524, 2.211)
C (-3.631, -2.229, 1.709)
C (-2.487, -1.450, 1.736)
H (1.536, 1.649, 2.606)
H (1.024, 3.191, 3.012)
H (-0.517, 3.614, 4.693)
H (-2.141, 2.741, 6.319)
H (-2.680, 0.310, 6.358)
H (-1.672, -1.171, 4.691)
H (1.424, -3.237, 1.656)
H (3.046, -4.672, 2.785)
H (3.984, -4.011, 4.982)
H (3.313, -1.860, 6.002)
H (1.659, -0.427, 4.892)
H (-0.401, -3.620, 3.280)
H (-2.393, -5.022, 3.157)
H (-4.491, -4.138, 2.188)
H (-4.542, -1.825, 1.287)
H (-2.520, -0.440, 1.347)
F (4.010, -1.731, 1.271)
C (4.866, -0.943, 1.923)
F (6.057, -1.036, 1.334)
F (4.979, -1.363, 3.177)
S (4.265, 0.815, 1.894)
O (2.816, 0.715, 1.860)
O (4.857, 1.423, 3.038)
N (4.885, 1.400, 0.584)
S (4.266, 1.334, -0.857)
O (2.956, 0.722, -0.945)
O (4.471, 2.577, -1.529)
C (5.381, 0.149, -1.732)
F (6.656, 0.426, -1.487)
F (5.166, 0.254, -3.046)
F (5.130, -1.105, -1.365)
C (-0.626, 4.346, -2.840)
C (-0.193, 2.918, -2.499)
C (-0.919, 1.907, -3.388)
C (1.305, 2.815, -2.788)
P (-0.466, 2.407, -0.697)
C (0.342, 3.792, 0.190)
C (1.714, 3.647, 0.392)
C (2.461, 4.613, 1.044)
C (1.833, 5.753, 1.526)
C (0.470, 5.918, 1.330)
C (-0.268, 4.951, 0.661)
C (-2.314, 2.456, -0.338)
C (-2.927, 1.135, -0.830)
C (-2.460, 2.504, 1.193)
C (-3.126, 3.595, -0.961)
H (-0.243, 4.591, -3.834)
H (-0.205, 5.073, -2.144)
H (-1.706, 4.475, -2.868)
H (-0.572, 2.015, -4.418)
H (-2.001, 2.047, -3.385)
H (-0.702, 0.884, -3.073)
H (1.456, 3.001, -3.854)
H (1.694, 1.831, -2.556)
H (1.891, 3.551, -2.240)
H (2.209, 2.755, 0.034)
H (3.525, 4.467, 1.177)
H (2.404, 6.511, 2.046)
H (-0.026, 6.809, 1.694)
H (-1.325, 5.117, 0.522)
H (-2.280, 0.283, -0.619)
H (-3.125, 1.143, -1.902)
H (-3.884, 0.977, -0.325)
H (-1.844, 1.745, 1.678)
H (-3.504, 2.310, 1.449)
H (-2.182, 3.466, 1.619)
H (-3.260, 3.451, -2.032)
H (-2.707, 4.587, -0.807)
H (-4.121, 3.583, -0.507)
C (-0.008, -1.108, -0.467)
Ge (-0.770, -1.960, -2.121)
C (-0.626, -3.812, -1.511)
C (-1.691, -4.612, -1.107)
C (-1.469, -5.838, -0.493)
C (-0.175, -6.279, -0.267)
C (0.899, -5.497, -0.667)
C (0.672, -4.276, -1.282)
C (-2.563, -1.457, -2.720)
C (-3.721, -1.849, -2.049)
C (-4.975, -1.453, -2.489)
C (-5.093, -0.656, -3.618)
C (-3.955, -0.267, -4.306)
C (-2.703, -0.668, -3.862)
C (0.424, -1.678, -3.628)
C (1.516, -0.819, -3.577)
C (2.302, -0.610, -4.703)
C (2.010, -1.271, -5.884)
C (0.930, -2.144, -5.944)
C (0.142, -2.343, -4.822)
H (0.468, -1.982, 0.027)
H (-2.711, -4.295, -1.275)
H (-2.310, -6.446, -0.186)
H (-0.003, -7.233, 0.215)
H (1.914, -5.836, -0.499)
H (1.524, -3.676, -1.589)
H (-3.652, -2.452, -1.152)
H (-5.860, -1.769, -1.952)
H (-6.071, -0.345, -3.964)
H (-4.039, 0.347, -5.193)
H (-1.827, -0.366, -4.424)
H (1.754, -0.296, -2.659)
H (3.144, 0.069, -4.653)
H (2.625, -1.111, -6.760)
H (0.700, -2.662, -6.866)
H (-0.705, -3.018, -4.885)

Its total charge is 0.

Mulliken population analysis, charges in e, atoms 1 to 99:
1 Ir 3.80
2 N 0.76
3 C -0.41
4 C -0.38
5 C -0.82
6 C -0.98
7 C -0.46
8 C 0.27
9 P 1.39
10 C 1.03
11 C -0.84
12 C -0.53
13 C -0.90
14 C -0.61
15 C -1.15
16 C 0.25
17 C -0.45
18 C -0.80
19 C -0.90
20 C -0.45
21 C -0.17
22 H -0.66
23 H 0.46
24 H 0.46
25 H 0.40
26 H 0.44
27 H 0.53
28 H 0.31
29 H 0.50
30 H 0.37
31 H 0.41
32 H 0.43
33 H 0.50
34 H 0.46
35 H 0.38
36 H 0.48
37 H 0.01
38 F -0.12
39 C 0.50
40 F -0.24
41 F -0.23
42 S 1.21
43 O -1.38
44 O -0.80
45 N -0.68
46 S 1.24
47 O -0.88
48 O -0.75
49 C 0.57
50 F -0.23
51 F -0.19
52 F -0.18
53 C -1.70
54 C 2.74
55 C -2.79
56 C -1.77
57 P -0.33
58 C 1.25
59 C 0.40
60 C -0.63
61 C -0.95
62 C -0.95
63 C -0.58
64 C 2.49
65 C -1.88
66 C -1.80
67 C -2.11
68 H 0.52
69 H 0.25
70 H 0.37
71 H 0.67
72 H 0.24
73 H 0.41
74 H 0.74
75 H -0.17
76 H 0.42
77 H -0.65
78 H 0.50
79 H 0.41
80 H 0.48
81 H 0.17
82 H -0.61
83 H 0.37
84 H 0.79
85 H 0.10
86 H 0.73
87 H 0.43
88 H 0.39
89 H 0.21
90 H 0.55
91 C -0.04
92 Ge 2.66
93 C -0.34
94 C 0.11
95 C -0.88
96 C -0.58
97 C -0.75
98 C -0.80
99 C 0.60


B:
C53H55F6GeIrN2O4P2S2 | ωB97M-V/def2-TZVPD

Atoms and positions in Å:
Ir (0.599, 0.440, 0.247)
N (0.763, 2.263, 2.949)
C (-0.177, 1.715, 3.794)
C (-0.808, 2.535, 4.740)
C (-1.748, 2.023, 5.606)
C (-2.083, 0.672, 5.562)
C (-1.494, -0.132, 4.608)
C (-0.561, 0.370, 3.692)
P (0.051, -0.712, 2.350)
C (1.303, -1.755, 3.188)
C (1.689, -2.968, 2.614)
C (2.546, -3.825, 3.285)
C (3.052, -3.470, 4.529)
C (2.714, -2.247, 5.084)
C (1.844, -1.393, 4.418)
C (-1.370, -1.875, 2.209)
C (-1.403, -3.164, 2.735)
C (-2.559, -3.931, 2.646)
C (-3.702, -3.413, 2.058)
C (-3.684, -2.121, 1.547)
C (-2.524, -1.368, 1.611)
H (1.536, 1.672, 2.670)
H (1.062, 3.200, 3.169)
H (-0.527, 3.581, 4.792)
H (-2.218, 2.676, 6.330)
H (-2.802, 0.258, 6.255)
H (-1.773, -1.176, 4.557)
H (1.309, -3.262, 1.642)
H (2.819, -4.770, 2.832)
H (3.716, -4.142, 5.057)
H (3.121, -1.952, 6.043)
H (1.578, -0.445, 4.869)
H (-0.541, -3.579, 3.234)
H (-2.562, -4.935, 3.052)
H (-4.607, -4.007, 2.009)
H (-4.571, -1.701, 1.090)
H (-2.516, -0.361, 1.215)
F (3.948, -1.809, 1.096)
C (4.820, -1.055, 1.764)
F (6.003, -1.139, 1.156)
F (4.947, -1.512, 3.001)
S (4.246, 0.708, 1.799)
O (2.788, 0.642, 1.763)
O (4.843, 1.268, 2.968)
N (4.882, 1.316, 0.504)
S (4.247, 1.294, -0.932)
O (2.920, 0.698, -1.022)
O (4.465, 2.545, -1.587)
C (5.320, 0.102, -1.834)
F (6.603, 0.341, -1.596)
F (5.091, 0.234, -3.143)
F (5.033, -1.150, -1.476)
C (-0.550, 4.426, -2.814)
C (-0.114, 2.995, -2.480)
C (-0.816, 1.988, -3.389)
C (1.389, 2.899, -2.745)
P (-0.412, 2.473, -0.684)
C (0.370, 3.865, 0.218)
C (1.743, 3.738, 0.433)
C (2.469, 4.713, 1.098)
C (1.820, 5.842, 1.580)
C (0.455, 5.988, 1.373)
C (-0.262, 5.013, 0.690)
C (-2.271, 2.503, -0.348)
C (-2.859, 1.187, -0.870)
C (-2.426, 2.520, 1.182)
C (-3.088, 3.645, -0.960)
H (-0.152, 4.685, -3.799)
H (-0.146, 5.147, -2.101)
H (-1.629, 4.547, -2.857)
H (-0.451, 2.106, -4.413)
H (-1.898, 2.124, -3.403)
H (-0.599, 0.965, -3.073)
H (1.564, 3.089, -3.808)
H (1.775, 1.912, -2.511)
H (1.963, 3.634, -2.180)
H (2.258, 2.855, 0.076)
H (3.535, 4.584, 1.241)
H (2.375, 6.605, 2.111)
H (-0.057, 6.869, 1.737)
H (-1.320, 5.161, 0.541)
H (-2.201, 0.344, -0.671)
H (-3.045, 1.216, -1.942)
H (-3.821, 1.004, -0.380)
H (-1.802, 1.759, 1.652)
H (-3.469, 2.309, 1.436)
H (-2.160, 3.478, 1.625)
H (-3.209, 3.516, -2.035)
H (-2.677, 4.637, -0.785)
H (-4.089, 3.618, -0.518)
C (0.082, -1.095, -0.472)
Ge (-0.694, -2.017, -2.070)
C (-0.455, -3.841, -1.428)
C (-1.468, -4.669, -0.949)
C (-1.165, -5.865, -0.307)
C (0.156, -6.245, -0.128)
C (1.179, -5.433, -0.602)
C (0.873, -4.242, -1.244)
C (-2.514, -1.563, -2.606)
C (-3.642, -1.985, -1.899)
C (-4.919, -1.617, -2.302)
C (-5.090, -0.818, -3.423)
C (-3.982, -0.394, -4.141)
C (-2.706, -0.767, -3.737)
C (0.392, -1.709, -3.643)
C (1.443, -0.796, -3.669)
C (2.151, -0.573, -4.847)
C (1.820, -1.269, -5.998)
C (0.778, -2.190, -5.981)
C (0.068, -2.406, -4.810)
H (0.608, -1.904, 0.070)
H (-2.506, -4.394, -1.078)
H (-1.966, -6.496, 0.059)
H (0.389, -7.175, 0.375)
H (2.213, -5.724, -0.465)
H (1.683, -3.616, -1.608)
H (-3.528, -2.590, -1.011)
H (-5.782, -1.958, -1.742)
H (-6.085, -0.530, -3.738)
H (-4.108, 0.225, -5.021)
H (-1.854, -0.440, -4.318)
H (1.708, -0.245, -2.776)
H (2.961, 0.145, -4.860)
H (2.374, -1.097, -6.913)
H (0.516, -2.733, -6.880)
H (-0.751, -3.117, -4.808)

Its total charge is 0.

Mulliken population analysis, charges in e, atoms 1 to 99:
1 Ir 4.63
2 N 0.65
3 C -0.11
4 C -0.40
5 C -0.84
6 C -0.92
7 C -0.66
8 C -0.08
9 P 1.20
10 C 1.40
11 C -1.06
12 C -0.54
13 C -0.91
14 C -0.63
15 C -1.08
16 C 0.22
17 C -0.39
18 C -0.81
19 C -0.85
20 C -0.42
21 C -0.03
22 H -0.64
23 H 0.44
24 H 0.44
25 H 0.40
26 H 0.44
27 H 0.51
28 H 0.31
29 H 0.49
30 H 0.38
31 H 0.43
32 H 0.42
33 H 0.52
34 H 0.48
35 H 0.37
36 H 0.47
37 H -0.06
38 F -0.09
39 C 0.46
40 F -0.24
41 F -0.25
42 S 1.25
43 O -1.32
44 O -0.80
45 N -0.74
46 S 1.20
47 O -0.80
48 O -0.74
49 C 0.54
50 F -0.23
51 F -0.19
52 F -0.18
53 C -1.75
54 C 2.63
55 C -2.70
56 C -1.79
57 P -0.34
58 C 1.32
59 C 0.12
60 C -0.69
61 C -0.96
62 C -0.88
63 C -0.67
64 C 2.49
65 C -1.98
66 C -1.65
67 C -2.17
68 H 0.51
69 H 0.26
70 H 0.37
71 H 0.73
72 H 0.24
73 H 0.47
74 H 0.75
75 H -0.18
76 H 0.37
77 H -0.37
78 H 0.50
79 H 0.40
80 H 0.48
81 H 0.15
82 H -0.71
83 H 0.43
84 H 0.77
85 H -0.03
86 H 0.70
87 H 0.46
88 H 0.39
89 H 0.23
90 H 0.54
91 C -0.39
92 Ge 2.53
93 C -0.14
94 C -0.03
95 C -0.82
96 C -0.65
97 C -0.70
98 C -0.87
99 C 0.42


Stability check: which of them is least stable? B.